# 1
The following is a DFT calculation (the ωB97M-V functional and the def2-TZVPD basis) of an isolated molecule of C4H10N2O2 in a non-equilibrium geometry.

Results
2S+1: 1
LUMO in Ha: 0.029
Total charge: 0
Frontier orbital gap in eV: 9.8267
Energy above the lowest of the compared OMol25 structures with the same formula, charge and spin in kcal/mol: 94.7

Each line ends with the Löwdin charge.
Atoms and positions in Å:
C: 1.047 0.428 1.024  -0.6075
C: 0.522 -0.973 0.750  -0.1285
C: -1.240 -0.885 -0.961  -0.2843
C: -1.028 0.523 -1.508  -0.0922
N: 1.748 1.086 0.001  0.0810
N: -0.893 -0.974 0.449  -0.0710
O: 2.475 0.530 1.118  -0.0081
O: 0.286 1.107 1.915  0.0879
H: 0.731 1.919 2.197  0.1216
H: 1.743 2.105 0.089  0.1149
H: -1.330 -1.791 0.856  0.1074
H: 1.144 -1.392 -0.055  0.1317
H: 0.701 -1.543 1.664  0.1333
H: -0.666 -1.603 -1.573  0.1097
H: -2.299 -1.144 -1.043  0.1099
H: -1.504 1.242 -0.848  0.0761
H: 0.031 0.755 -1.577  0.0491
H: -1.469 0.607 -2.498  0.0691

---

# 2
The following is a DFT calculation (the ωB97M-V functional and the def2-TZVPD basis) of a structure of composition C4H10N2O2 in a non-equilibrium geometry.

Results
2S+1: 2
LUMO (spin up / spin down) in Ha: -0.313 / -0.325
Total charge: +1
Frontier orbital gap (spin up / spin down) in eV: 5.4716 / 5.1219
Energy above the lowest of the compared OMol25 structures with the same formula, charge and spin in kcal/mol: 235.4

Each line ends with the Löwdin charge.
Atoms and positions in Å:
O: -1.933 -1.513 1.077  0.2286
C: -2.202 -0.453 0.518  -0.3850
O: -3.048 0.453 1.249  0.0603
C: -0.546 0.389 0.518  -0.1753
C: 0.312 -0.307 -0.477  -0.1333
C: 1.882 -0.381 -0.347  -0.3766
N: 2.246 -0.876 -1.689  0.0435
N: -0.889 1.711 0.350  0.2895
H: -0.254 0.068 1.536  0.1894
H: 0.171 0.109 -1.472  0.1333
H: -0.006 -1.344 -0.429  0.1340
H: 2.159 0.518 0.302  0.1509
H: 2.333 0.328 -1.329  0.1645
H: 3.268 -0.886 -1.787  0.0796
H: 2.117 -1.188 0.344  0.1245
H: -2.711 -0.381 -0.481  0.2251
H: -2.633 1.333 1.382  0.1015
H: -0.265 2.421 0.735  0.1453

---

# 3
The following is a DFT calculation (the ωB97M-V functional and the def2-TZVPD basis) of an isolated molecule of C4H10N2O2S in a non-equilibrium geometry.

Results
2S+1: 1
LUMO in Ha: 0.024
Total charge: 0
Frontier orbital gap in eV: 9.4735
Energy above the lowest of the compared OMol25 structures with the same formula, charge and spin in kcal/mol: 23.9

Each line ends with the Löwdin charge.
Atoms and positions in Å:
C: -0.720 0.716 -0.123  -0.5855
C: 1.270 -0.484 0.917  -0.2701
C: -1.955 0.236 -1.044  -0.4202
C: 0.771 0.088 -0.316  -0.3001
N: 1.036 0.126 -1.517  0.1879
N: 2.452 -1.233 0.800  0.0091
O: -1.103 0.571 1.215  -0.0565
O: -0.702 2.106 -0.303  -0.0064
S: -2.459 -1.548 -0.769  0.6738
H: 0.401 -1.201 1.292  0.1658
H: 1.293 0.299 1.662  0.1242
H: -1.780 0.347 -2.108  0.0586
H: -2.793 0.837 -0.713  0.0583
H: -1.570 -1.658 0.253  -0.1616
H: -1.859 1.202 1.449  0.1568
H: 2.588 -1.787 1.726  0.1320
H: 1.956 -0.158 -1.869  0.0785
H: 3.250 -0.821 0.481  0.0281
H: -0.076 2.362 -1.033  0.1273

---

# 4
The following is a DFT calculation (the ωB97M-V functional and the def2-TZVPD basis) of an isolated molecule of C4H10N2O3 in a non-equilibrium geometry.

Results
2S+1: 1
LUMO in Ha: 0.028
Total charge: 0
Frontier orbital gap in eV: 9.6614
Energy above the lowest of the compared OMol25 structures with the same formula, charge and spin in kcal/mol: 65.0

Each line ends with the Löwdin charge.
Atoms and positions in Å:
C: -0.334 2.045 -0.708  -0.0802
C: 0.835 0.272 1.334  -0.0127
C: 0.485 -0.277 -0.041  -0.4795
N: 1.614 -0.948 -0.599  0.1083
N: -0.208 0.640 -0.986  -0.0567
H: 1.345 -1.469 -1.425  0.0827
H: 2.336 -0.285 -0.853  0.0864
H: -0.969 2.478 -1.479  0.0875
H: -0.760 2.276 0.275  0.0800
H: 0.665 2.473 -0.784  0.0942
H: 0.002 0.805 1.787  0.0748
H: 1.107 -0.566 1.970  0.0932
H: 1.685 0.947 1.256  0.0855
C: -0.853 -1.120 -0.087  -0.6103
O: -1.465 -1.460 1.100  0.0895
O: -0.710 -2.235 -0.857  0.0968
O: -1.521 -0.060 -0.748  0.0202
H: -1.436 -2.846 -0.678  0.1253
H: -1.820 -0.670 1.523  0.1151

---

# 5
The following is a DFT calculation (the ωB97M-V functional and the def2-TZVPD basis) of an isolated molecule of C4H10N2O3 in a non-equilibrium geometry.

Results
2S+1: 1
LUMO in Ha: 0.019
Total charge: 0
Frontier orbital gap in eV: 9.3759
Energy above the lowest of the compared OMol25 structures with the same formula, charge and spin in kcal/mol: 116.9

Each line ends with the Löwdin charge.
Atoms and positions in Å:
C: -1.809 -0.741 -0.160  -0.0437
N: 0.754 -0.267 -1.170  -0.0303
C: -0.788 0.359 -0.070  -0.4607
O: 1.016 0.763 -2.116  -0.0435
N: -1.200 1.574 -0.268  0.0696
H: 0.260 1.369 -2.034  0.0741
H: 0.987 -1.133 -1.654  0.1279
H: -0.446 2.264 -0.286  0.0474
H: -2.578 -0.483 -0.886  0.0815
H: -1.341 -1.669 -0.494  0.0702
H: -2.271 -0.918 0.811  0.0824
C: 0.308 0.158 1.124  -0.2836
C: 1.496 -0.376 0.366  -0.2240
O: 1.848 -1.669 0.592  0.0367
O: 0.606 1.398 1.694  -0.0265
H: 1.061 -2.232 0.592  0.1109
H: -0.234 1.905 1.705  0.1029
H: -0.035 -0.581 1.861  0.1480
H: 2.366 0.280 0.393  0.1608

---

# 6
The following is a DFT calculation (the ωB97M-V functional and the def2-TZVPD basis) of a cluster of 2 separate species, C4H10N2O3 in total.

Results
2S+1: 1
LUMO in Ha: 0.028
Total charge: 0
Frontier orbital gap in eV: 8.8723
Energy above the lowest of the compared OMol25 structures with the same formula, charge and spin in kcal/mol: 47.2

Each line ends with the Löwdin charge.
Atoms and positions in Å:
C: -1.174 1.072 -0.824  -0.1016
C: -1.423 -1.358 -0.240  -0.4798
C: -1.113 -0.397 -1.108  -0.1172
O: -1.776 -1.199 1.062  0.0657
O: -1.402 -2.667 -0.612  0.0667
H: -1.257 -0.490 1.477  0.0774
H: -1.699 -3.183 0.151  0.1137
H: -0.860 -0.706 -2.106  0.1040
H: -0.978 1.284 0.226  0.0556
H: -0.446 1.602 -1.441  0.0613
H: -2.163 1.474 -1.062  0.0761
N: 2.189 0.351 0.215  -0.0395
N: 2.279 1.756 0.302  0.0451
C: 1.347 -0.357 0.975  -0.3610
O: 0.542 0.140 1.737  -0.0138
H: 2.886 -0.086 -0.372  0.1402
H: 1.872 2.018 1.201  0.0861
H: 1.708 2.187 -0.426  0.0760
H: 1.469 -1.442 0.844  0.1451

---

# 7
The following is a DFT calculation (the ωB97M-V functional and the def2-TZVPD basis) of a cluster of 2 separate species, C4H10N2O3 in total in a non-equilibrium geometry.

Results
2S+1: 1
LUMO in Ha: 0.029
Total charge: 0
Frontier orbital gap in eV: 10.4266
Energy above the lowest of the compared OMol25 structures with the same formula, charge and spin in kcal/mol: 13.0

Each line ends with the Löwdin charge.
Atoms and positions in Å:
O: 2.992 1.183 0.206  0.0691
C: 2.116 0.477 0.566  -0.2368
C: 0.863 0.242 -0.300  -0.3201
C: -0.374 0.587 0.548  -0.0719
C: -1.623 -0.110 -0.053  -0.5088
N: -2.017 0.313 -1.291  0.1713
O: -2.191 -1.007 0.529  0.0336
N: 0.873 1.091 -1.524  0.0560
H: 2.199 -0.057 1.576  0.1462
H: 0.904 -0.821 -0.555  0.1518
H: -0.222 0.224 1.573  0.1109
H: -0.565 1.652 0.613  0.1241
H: -2.762 -0.165 -1.789  0.1174
H: -1.402 0.910 -1.816  0.0738
H: 1.539 0.728 -2.219  0.0977
H: 1.112 2.004 -1.334  0.0427
H: -0.961 -1.927 1.338  -0.0076
H: -0.340 -3.083 2.157  0.0190
O: -0.142 -2.243 1.775  -0.0684

---

# 8
The following is a DFT calculation (the ωB97M-V functional and the def2-TZVPD basis) of a cluster of 2 separate species, C4H10N2O4S in total in a non-equilibrium geometry.

Results
2S+1: 1
LUMO in Ha: 0.018
Total charge: 0
Frontier orbital gap in eV: 10.2156
Energy above the lowest of the compared OMol25 structures with the same formula, charge and spin in kcal/mol: 5.9

Each line ends with the Löwdin charge.
Atoms and positions in Å:
C: 1.510 2.147 0.622  -0.5548
C: 0.472 1.299 -1.595  -0.0108
C: -2.006 -2.653 0.544  -0.1366
C: 1.223 1.017 -0.357  -0.3444
N: 0.553 2.136 1.536  0.1848
N: 1.869 -0.089 -0.168  0.1287
O: 2.459 2.874 0.631  0.1028
O: 0.196 -2.123 -0.347  -0.2089
O: -0.928 -0.227 0.745  -0.3042
O: -1.622 -1.025 -1.434  -0.3036
S: -1.082 -1.347 -0.146  0.4735
H: -0.304 0.410 -1.735  0.0916
H: 0.011 2.312 -1.623  0.1080
H: 1.243 1.068 -2.333  0.1011
H: -3.112 -2.405 0.333  0.1088
H: -1.726 -3.507 -0.078  0.0704
H: -1.729 -2.741 1.630  0.0935
H: -0.316 1.676 1.427  0.0656
H: 0.399 2.945 2.173  0.1444
H: 1.909 -0.304 0.812  0.0854
H: 0.982 -1.464 -0.636  0.1049